A molecular structure, C12H32B2CuF8O12S4 at a distorted geometry. Source: the Open Molecules 2025 dataset; level of theory: the ωB97M-V functional and the def2-TZVPD basis.

Computed properties:
2S+1 = 2
HOMO (alpha / beta) = -11.042 / -9.948 eV
Kohn-Sham gap (alpha / beta) = 6.87 / 1.71 eV
⟨S²⟩ = 0.754
energy = -148604.0599 eV
energy above the lowest of the compared OMol25 structures with the same formula, charge and spin = 296.3 kcal per mole

Element x y z (Å)
H  -2.4274  -4.7302  6.4904
H  9.5414  2.2280  0.2110
H  -3.3397  -5.5472  -5.9021
F  1.8172  -5.2389  -2.7292
C  -0.9469  8.5914  0.9018
H  8.2055  4.4055  0.8776
B  1.9450  -5.8641  -1.5458
F  2.5068  -5.0000  -0.6952
C  9.6535  3.1808  -0.3063
O  4.8292  2.3604  -0.1849
H  -7.8759  -3.4671  -3.6594
C  -6.9659  -2.9638  -3.9861
O  -0.7765  -2.9919  3.9326
F  0.8370  1.1445  -7.2401
H  -1.9388  -5.2771  4.7202
H  -6.9191  -1.9906  -3.4976
H  4.5935  5.1797  -1.3586
Cu  0.1681  -1.3944  -1.9155
C  8.3574  3.9861  -0.1170
O  -6.1343  -4.7754  -2.0946
H  0.9495  -2.3615  7.4718
C  1.5946  -4.2521  8.0518
H  -4.4338  6.1105  1.9340
B  0.4257  0.6355  -6.0387
C  0.4747  -3.3421  7.4411
H  -3.2721  -4.1996  5.0797
H  10.5644  3.6519  0.0629
H  -2.8168  5.3024  2.7186
O  0.1033  -3.8940  6.2310
H  -6.8410  -2.8088  -5.0578
C  -3.6552  5.3531  2.0239
S  5.6835  3.5446  0.0220
H  8.1468  4.8581  -0.7361
O  -2.3680  3.9532  0.1137
F  0.7578  -6.3578  -1.0541
S  -5.6602  -4.1792  -3.3242
H  6.3347  5.5977  -1.2855
S  -2.9380  5.3104  0.3105
H  2.1518  -3.9154  8.9260
H  -1.2795  9.5866  1.1967
H  -4.3252  -6.3327  -3.6116
H  -0.4306  -3.2256  8.0368
F  -0.0103  -0.6526  -6.2876
O  -4.3520  -3.4965  -3.3946
H  2.4220  -4.4259  7.3638
O  -5.7624  -5.2240  -4.5402
H  1.1193  -5.1941  8.3253
H  -0.2597  8.8546  0.0978
H  5.8877  4.1609  -2.2024
H  -5.4297  -7.3315  -4.4767
H  9.7492  2.8770  -1.3487
H  -2.3483  7.9706  -0.4812
O  -1.7344  6.4109  0.5540
O  -1.6054  -1.9964  6.1120
S  -1.0714  -3.1178  5.3508
F  -0.6391  1.3820  -5.4815
O  7.2881  3.0969  -0.3161
O  -3.9638  5.9503  -0.4913
H  -3.5059  -7.3159  -6.0105
C  -2.2926  -4.5275  5.4280
O  5.6370  4.2570  1.3194
C  -4.0381  -6.3813  -5.8334
C  5.6101  4.7864  -1.3540
H  -4.1790  4.4017  2.1168
H  -4.7487  -6.2004  -6.6399
H  -0.3442  7.9733  1.5672
C  -4.9006  -6.3804  -4.5361
F  2.7294  -7.0044  -1.7705
C  -2.1311  7.7629  0.5665
F  1.5174  0.5073  -5.3130
H  -2.9399  7.9858  1.2624

Atomic partial charges in e from the Löwdin method, atoms 1 to 8: 0.063 0.080 0.076 0.237 -0.074 0.112 -1.367 0.207